# 1
# C53H59FN4SSb2SiZr

C53H59FN4SSb2SiZr as an isolated structure (ωB97M-V with the def2-TZVPD basis set, the Open Molecules 2025 dataset).

Atoms and positions in Å:
Zr1 -0.823 -1.243 -0.246
N1 -2.235 0.363 -1.163
C1 -3.610 0.249 -0.703
C2 -4.220 1.385 -0.198
C3 -5.524 1.328 0.268
C4 -6.206 0.123 0.216
C5 -5.582 -1.004 -0.294
C6 -4.269 -0.978 -0.770
C7 -3.655 -2.267 -1.215
C8 -4.475 -3.169 -1.896
C9 -4.074 -4.476 -2.128
C10 -2.848 -4.919 -1.657
C11 -1.996 -4.017 -1.038
C12 -2.353 -2.678 -0.844
H1 -1.939 1.334 -1.061
H2 -2.223 0.223 -2.176
H3 -3.680 2.327 -0.192
H4 -6.002 2.217 0.656
H5 -7.223 0.055 0.578
H6 -6.117 -1.944 -0.295
H7 -5.450 -2.846 -2.240
H8 -4.732 -5.152 -2.657
H9 -2.548 -5.950 -1.788
H10 -1.023 -4.369 -0.711
C13 3.027 -2.028 1.319
Si1 2.430 -2.903 -0.221
C14 2.299 -4.706 0.310
C15 3.751 -2.525 -1.485
N2 0.839 -2.379 -0.902
C16 0.626 -3.006 -2.173
C17 1.188 -4.208 -2.621
C18 0.837 -4.754 -3.848
C19 -0.085 -4.138 -4.682
C20 -0.658 -2.939 -4.281
C21 -0.257 -2.439 -3.073
F1 -0.839 -1.252 -2.612
H11 3.991 -2.515 1.512
H12 2.418 -2.184 2.209
H13 3.232 -0.970 1.176
H14 2.362 -4.771 1.399
H15 3.126 -5.301 -0.085
H16 1.372 -5.191 -0.002
H17 4.671 -3.061 -1.239
H18 3.981 -1.456 -1.439
H19 3.492 -2.763 -2.513
H20 1.898 -4.749 -2.014
H21 1.293 -5.687 -4.150
H22 -0.360 -4.581 -5.628
H23 -1.390 -2.412 -4.877
C22 -0.599 2.072 2.109
C23 -0.121 3.384 1.454
C24 -0.246 3.476 -0.072
Sb1 0.963 2.120 -1.265
C25 2.706 2.649 -0.125
C26 3.015 4.007 -0.027
C27 4.075 4.435 0.758
C28 4.847 3.512 1.454
C29 4.568 2.160 1.342
C30 3.505 1.735 0.552
C31 1.414 3.401 -2.899
C32 0.816 4.642 -3.095
C33 1.185 5.430 -4.178
C34 2.147 4.980 -5.073
C35 2.744 3.742 -4.883
C36 2.377 2.955 -3.800
Sb2 0.897 0.491 2.232
C37 1.980 1.110 3.932
C38 2.915 0.224 4.464
C39 3.634 0.582 5.595
C40 3.430 1.823 6.183
C41 2.507 2.707 5.644
C42 1.777 2.354 4.516
C43 -0.395 -1.052 3.174
C44 0.001 -2.382 2.604
C45 0.177 -3.470 3.354
C46 -0.054 -3.477 4.799
C47 -0.562 -2.408 5.404
C48 -0.959 -1.202 4.620
H24 -1.470 1.720 1.535
H25 -0.939 2.275 3.129
H26 0.907 3.604 1.749
H27 -0.730 4.190 1.873
H28 0.091 4.471 -0.370
H29 -1.293 3.408 -0.383
H30 2.441 4.743 -0.580
H31 4.305 5.491 0.819
H32 5.674 3.848 2.065
H33 5.178 1.432 1.860
H34 3.329 0.673 0.448
H35 0.053 5.003 -2.418
H36 0.725 6.400 -4.320
H37 2.433 5.597 -5.915
H38 3.498 3.390 -5.575
H39 2.857 1.991 -3.663
H40 3.093 -0.742 4.004
H41 4.358 -0.105 6.012
H42 3.996 2.103 7.061
H43 2.353 3.677 6.099
H44 1.068 3.061 4.105
H45 0.292 -2.475 1.550
H46 0.530 -4.381 2.886
H47 0.208 -4.363 5.360
H48 -0.728 -2.393 6.473
H49 -0.821 -0.293 5.207
N3 -1.785 -0.651 2.707
C49 -2.394 -1.205 3.981
C50 -3.037 -2.426 3.400
C51 -2.955 -2.391 2.067
N4 -2.230 -1.312 1.517
H50 -1.907 0.355 2.618
H51 -3.104 -0.527 4.458
H52 -3.596 -3.146 3.974
H53 -3.391 -3.100 1.383
C52 -2.652 4.412 -4.400
S1 -2.089 2.856 -3.690
C53 -0.962 2.325 -4.993
H54 -1.795 5.056 -4.596
H55 -3.307 4.894 -3.677
H56 -3.205 4.233 -5.319
H57 -1.513 2.091 -5.903
H58 -0.440 1.433 -4.648
H59 -0.226 3.104 -5.187

The value obtained for the energy above the lowest of the compared OMol25 structures with the same formula, charge and spin is 4.732 eV. As for the HOMO energy: -12.69 eV. As for the charge: +2. For the frontier orbital gap, the calculation gives 6.893 eV. The spin multiplicity is 1.



# 2
# C7H16N2O2

An isolated molecule of C7H16N2O2 in a non-equilibrium geometry (ωB97M-V with the def2-TZVPD basis set, the Open Molecules 2025 dataset).

Atoms and positions in Å:
C1 -1.911 -2.883 -0.971
C2 -1.097 -1.661 -1.431
C3 -0.218 -1.105 -0.287
N1 0.456 0.165 -0.572
N2 1.275 0.196 -1.694
O1 1.725 1.250 -2.146
C4 0.488 1.243 0.473
C5 1.303 0.856 1.743
C6 2.770 0.696 1.471
O2 -0.822 1.474 0.999
C7 -1.683 2.126 0.075
H1 -1.231 -3.675 -0.553
H2 -2.482 -3.339 -1.800
H3 -2.644 -2.558 -0.214
H4 -0.426 -1.856 -2.229
H5 -1.764 -0.893 -1.777
H6 0.513 -1.878 -0.033
H7 -0.887 -0.960 0.575
H8 0.872 2.161 0.012
H9 1.202 1.667 2.456
H10 0.895 -0.045 2.206
H11 3.335 0.703 2.399
H12 2.969 -0.233 0.929
H13 3.102 1.565 0.887
H14 -1.133 2.802 -0.641
H15 -2.364 2.810 0.602
H16 -2.245 1.371 -0.478

The value obtained for the energy above the lowest of the compared OMol25 structures with the same formula, charge and spin is 3.172 eV. Its structure (SMILES) is CCCN(N=O)[C@H](CC)OC. As for the HOMO energy: -8.99 eV. As for the charge: 0. For the frontier orbital gap, the calculation gives 9.782 eV. The spin multiplicity is 1.



# 3
# C5H12N2S

An isolated molecule of C5H12N2S in a non-equilibrium geometry (ωB97M-V with the def2-TZVPD basis set, the Open Molecules 2025 dataset).

Atoms and positions in Å:
N1 -2.918 -1.066 0.179
C1 -1.817 -1.657 0.917
C2 -0.709 -0.616 1.299
C3 -0.048 -0.326 -0.027
N2 0.832 -1.385 -0.555
C4 1.868 -0.405 -0.780
C5 1.138 0.713 0.099
S1 1.016 2.369 -0.653
H1 -2.716 -1.101 -0.842
H2 -3.787 -1.598 0.286
H3 -2.338 -2.170 1.720
H4 -1.319 -2.473 0.369
H5 -1.213 0.281 1.577
H6 -0.080 -0.903 2.180
H7 -0.662 0.113 -0.825
H8 1.205 -1.872 0.329
H9 1.920 -0.150 -1.835
H10 2.888 -0.783 -0.447
H11 1.512 0.798 1.107
H12 0.341 2.849 0.409

The value obtained for the energy above the lowest of the compared OMol25 structures with the same formula, charge and spin is 1.409 eV. Its structure (SMILES) is NCC[C@@H]1NC[C@H]1S. As for the HOMO energy: -8.91 eV. As for the charge: 0. For the frontier orbital gap, the calculation gives 9.848 eV. The spin multiplicity is 1.



# 4
# C51H28Cl4N5Sn

C51H28Cl4N5Sn as an isolated structure (ωB97M-V with the def2-TZVPD basis set, the Open Molecules 2025 dataset).

Atoms and positions in Å:
Sn1 0.554 0.600 -0.569
Cl1 7.990 0.610 5.950
C1 6.555 0.438 4.972
C2 5.366 0.060 5.571
C3 4.230 -0.073 4.787
C4 4.269 0.164 3.416
C5 5.479 0.546 2.843
C6 6.625 0.685 3.612
C7 3.033 0.026 2.588
C8 2.991 -1.035 1.679
C9 4.087 -1.973 1.474
C10 3.714 -2.778 0.456
C11 2.380 -2.344 0.067
C12 1.609 -2.922 -0.960
C13 2.176 -4.097 -1.678
C14 2.405 -4.045 -3.052
C15 2.922 -5.134 -3.737
C16 3.215 -6.291 -3.036
Cl2 3.867 -7.668 -3.887
C17 2.997 -6.376 -1.672
C18 2.479 -5.278 -1.003
C19 0.314 -2.538 -1.309
N1 -0.362 -1.424 -0.894
C20 -1.654 -1.548 -1.318
C21 -2.698 -0.670 -1.035
C22 -4.008 -0.926 -1.698
C23 -4.148 -0.657 -3.058
C24 -5.353 -0.872 -3.709
C25 -6.427 -1.366 -2.987
Cl3 -7.949 -1.645 -3.794
C26 -6.316 -1.645 -1.636
C27 -5.103 -1.422 -0.999
C28 -2.601 0.440 -0.189
C29 -3.708 1.274 0.200
C30 -3.215 2.222 1.032
C31 -1.803 1.970 1.178
N2 -1.462 0.891 0.405
C32 -0.980 2.662 2.072
C33 0.280 2.229 2.521
C34 1.157 2.978 3.407
C35 2.261 2.216 3.569
C36 2.055 1.019 2.767
N3 0.847 1.061 2.163
C37 -1.524 3.926 2.639
C38 -1.855 4.990 1.803
C39 -2.366 6.174 2.313
C40 -2.549 6.292 3.680
Cl4 -3.190 7.777 4.334
C41 -2.232 5.252 4.537
C42 -1.722 4.076 4.010
C43 -1.799 -2.777 -2.056
C44 -0.588 -3.378 -2.067
N4 1.975 -1.311 0.824
H1 5.333 -0.129 6.635
H2 3.292 -0.367 5.243
H3 5.518 0.741 1.778
H4 7.562 0.986 3.164
H5 5.012 -2.004 2.027
H6 4.284 -3.577 0.010
H7 2.176 -3.132 -3.588
H8 3.101 -5.086 -4.802
H9 3.226 -7.292 -1.144
H10 2.297 -5.336 0.063
H11 -3.300 -0.266 -3.606
H12 -5.460 -0.654 -4.763
H13 -7.167 -2.034 -1.094
H14 -5.003 -1.641 0.057
H15 -4.732 1.138 -0.107
H16 -3.767 2.990 1.550
H17 0.969 3.956 3.819
H18 3.142 2.453 4.144
H19 -1.703 4.887 0.736
H20 -2.617 6.999 1.661
H21 -2.390 5.362 5.601
H22 -1.477 3.253 4.669
H23 -2.721 -3.145 -2.476
H24 -0.336 -4.337 -2.488
N5 -2.912 2.160 -7.312
C45 -2.410 1.942 -6.299
C46 -1.792 1.662 -5.034
C47 -2.102 2.437 -3.916
C48 -1.514 2.142 -2.695
C49 -0.619 1.080 -2.531
C50 -0.325 0.331 -3.676
C51 -0.894 0.601 -4.911
H25 -2.806 3.255 -4.015
H26 -1.786 2.752 -1.836
H27 0.362 -0.511 -3.608
H28 -0.660 -0.003 -5.781

As for the HOMO energy: -4.24 eV. As for the charge: -1. For the frontier orbital gap, the calculation gives 5.358 eV. The spin multiplicity is 1.



# 5
# C10H20NOP

A 2-piece molecular cluster, C10H20NOP overall in a non-equilibrium geometry (ωB97M-V with the def2-TZVPD basis set, the Open Molecules 2025 dataset).

Atoms and positions in Å:
C1 2.466 -2.660 -2.291
C2 1.647 -2.887 -1.184
C3 -0.800 -0.693 -2.278
C4 -0.727 0.250 -1.339
C5 -2.042 -0.872 -3.100
C6 -1.115 3.516 1.188
C7 0.142 -0.105 3.255
C8 1.629 -2.269 0.093
C9 0.071 2.591 1.525
C10 -0.627 0.082 1.955
N1 -0.091 1.166 1.140
O1 1.463 1.733 -0.922
P1 0.709 0.640 -0.272
H1 2.512 -3.317 -3.160
H2 3.315 -1.970 -2.305
H3 0.777 -3.587 -1.249
H4 0.042 -1.241 -2.332
H5 -1.408 1.117 -1.167
H6 -2.741 -1.542 -2.732
H7 -1.939 -1.121 -4.218
H8 -2.486 0.127 -2.982
H9 -1.978 3.567 1.947
H10 -0.758 4.594 1.209
H11 -1.648 3.148 0.380
H12 -0.232 0.751 3.878
H13 0.015 -1.101 3.579
H14 1.256 -0.041 3.104
H15 2.594 -2.039 0.344
H16 0.868 -2.414 0.832
H17 1.071 2.803 0.977
H18 0.327 2.632 2.554
H19 -0.615 -0.903 1.426
H20 -1.697 0.048 2.144

The value obtained for the energy above the lowest of the compared OMol25 structures with the same formula, charge and spin is 3.200 eV. As for the HOMO energy (alpha / beta): -8.02 / -7.59 eV. As for the charge: 0. For the frontier orbital gap (alpha / beta), the calculation gives 7.393 / 7.070 eV. The spin multiplicity is 1.



# 6
# C2H3N3O

An isolated molecule of C2H3N3O in a non-equilibrium geometry (ωB97M-V with the def2-TZVPD basis set, the Open Molecules 2025 dataset).

Atoms and positions in Å:
O1 -1.884 -0.611 0.066
C1 -0.673 -0.090 -0.083
N1 -0.354 1.060 -0.581
N2 1.032 1.062 -0.652
C2 1.460 -0.032 -0.115
N3 0.414 -0.841 0.389
H1 -2.503 0.068 -0.236
H2 2.504 -0.315 -0.050
H3 0.060 -0.336 1.274

The value obtained for the energy above the lowest of the compared OMol25 structures with the same formula, charge and spin is 2.191 eV. Its structure (SMILES) is Oc1nnc[nH]1. As for the HOMO energy: -9.90 eV. As for the charge: 0. For the frontier orbital gap, the calculation gives 10.394 eV. The spin multiplicity is 1.